Entry 1:
A single C16H24O5S molecule, computed with the ωB97M-V functional and the def2-TZVPD basis.

Geometry as XYZ:
```
46
Properties=species:S:1:pos:R:3:forces:R:3:mulliken_charge:R:1
C 3.1540 -0.7665 -3.8420 -1.70 -0.02 -3.25 -1.003
C 2.4005 0.4631 -3.1617 2.47 -3.49 -0.54 -0.274
O 1.2445 -0.1017 -2.6729 -0.11 -1.75 6.18 -0.369
C 1.5695 -0.7029 -1.3019 2.22 -0.68 0.86 0.269
O 2.7561 -0.8503 -0.7359 -7.62 1.31 -4.10 -0.566
C 0.0281 -1.1761 -0.7095 7.81 -0.33 5.79 -0.293
C 0.1812 -2.6768 -0.4021 3.28 7.47 6.38 -0.564
O -0.0907 -3.4056 -1.1916 -2.26 -7.58 -6.03 -0.432
C 0.7821 -3.0254 1.1535 -3.37 0.74 -5.24 -0.094
C -0.4901 -3.4210 1.7519 3.98 3.26 6.12 0.949
C -0.5874 -4.8870 1.8090 6.53 1.38 1.56 -1.952
O -0.8158 -2.5492 2.6307 -1.92 -3.15 -2.47 -0.587
C 1.5076 -1.9494 1.6730 -0.50 6.54 1.07 -0.190
O 2.6467 -1.9919 1.9831 2.38 -1.47 0.75 -0.592
C 0.8824 -0.4546 1.7493 5.96 -3.31 -16.63 -2.075
C -0.2959 -0.3700 0.5333 7.52 4.68 -1.17 -1.525
C -0.3513 1.2212 0.1548 -14.12 -7.56 8.61 -2.352
C -0.8313 1.9784 1.4499 -1.70 0.50 0.82 -0.087
C -2.4238 1.6083 2.0591 5.47 -5.62 -1.94 -1.276
S -0.7868 3.7498 1.1483 -2.62 0.36 -1.88 -0.088
C -2.5003 3.7939 -0.2587 11.99 6.17 -3.96 -0.751
C -2.4476 5.4257 -0.6403 3.65 -8.51 -7.14 -1.249
H 3.5789 -1.5905 -3.2791 0.21 0.66 0.85 0.333
H 2.3369 -1.4441 -4.5409 2.06 2.38 1.65 0.221
H 3.9145 -0.3158 -4.5326 -0.46 -0.81 0.45 0.339
H 3.0304 0.8864 -2.3770 -0.14 0.27 -0.17 0.294
H 2.0683 1.1300 -3.8861 -0.05 1.44 -1.33 0.422
H -0.5597 -1.0432 -1.4442 -4.36 0.90 -5.37 1.388
H 1.4333 -3.7794 1.0374 2.04 -3.17 -0.64 0.926
H 0.2950 -5.5026 2.3834 -1.74 2.39 -0.86 0.275
H -1.3692 -4.9906 2.2956 -7.80 -2.59 3.97 0.674
H -0.4388 -5.2351 0.9083 -0.34 -2.24 -4.92 0.495
H 0.5437 -0.3576 2.5408 -6.04 2.07 13.33 1.585
H 1.7209 0.2792 1.4767 -1.13 -1.25 0.68 0.379
H -0.9901 -0.7771 1.0622 -5.45 -1.84 2.50 2.012
H 0.3778 1.5247 -0.2234 11.49 4.71 -5.73 1.834
H -1.2375 1.2129 -0.4791 0.23 0.69 -0.58 0.449
H -0.1996 1.9429 2.3715 -0.10 -0.67 -0.96 0.368
H -2.5664 2.2822 2.8242 -1.15 1.73 1.06 0.541
H -3.0705 1.3696 1.1581 0.35 0.64 1.69 0.374
H -2.0780 0.5113 2.6861 -1.69 2.92 -1.93 0.154
H -1.8498 3.3655 -1.1259 -2.31 -0.11 1.71 0.268
H -3.2449 3.4697 0.2137 -6.07 -3.00 3.35 0.597
H -2.5969 5.9824 0.0601 -1.96 6.09 8.47 0.548
H -3.2938 5.4450 -1.2951 0.03 0.84 -1.20 0.367
H -1.3360 5.7222 -1.0137 -2.95 -0.99 0.19 0.255
```
Forces are in eV/Å.

Output
- Net charge: 0
- HOMO energy: -0.3074 hartree
- SMILES: CCOC(=O)[C@H]1C(=O)[C@H](C(C)=O)C(=O)C[C@H]1C[C@H](C)SCC
- HOMO-LUMO gap: 7.826 eV

Entry 2:
3 unconnected molecules or ions with the total composition C6H8O4, computed with the ωB97M-V functional and the def2-TZVPD basis.

Geometry as XYZ:
```
18
Properties=species:S:1:pos:R:3:forces:R:3:mulliken_charge:R:1
C 3.7396 -4.4495 0.5989 -0.02 -0.17 -0.43 -1.420
C 3.3737 -3.0593 1.0605 0.40 1.10 -0.58 0.371
C 3.5150 -1.8983 0.1496 -0.32 -0.67 -2.64 -0.143
O 3.1816 -2.1094 -1.1143 0.69 1.39 2.55 -0.595
C 1.4020 -2.4903 -0.4483 -2.49 -5.36 -0.38 0.922
O 0.9798 -3.4085 -1.1006 0.90 3.86 1.28 -0.430
C 1.9308 -2.5540 0.9530 -0.66 0.20 1.48 -0.259
C 1.1860 -2.2927 2.1261 0.33 2.34 -1.61 -0.140
O 0.0361 -1.7479 2.1542 -0.45 0.23 -0.79 -0.656
H 3.3064 -4.7019 -0.3766 -0.06 0.27 0.26 0.302
H 4.8273 -4.5157 0.4630 -0.22 -0.15 0.32 0.363
H 3.3662 -5.1846 1.3233 0.31 0.15 -0.13 0.371
H 3.7850 -2.7825 2.0411 -0.38 -0.28 -0.08 0.492
H 3.6853 -0.8671 0.4935 0.32 -0.40 0.11 0.376
H 1.7604 -2.2200 3.0647 -0.23 -0.84 -0.09 0.325
O 0.0657 -1.1151 -0.3681 0.23 -0.25 2.50 -0.747
H 0.5334 -0.2861 -0.2118 0.31 0.36 -0.60 0.354
H -0.2806 -1.1764 0.9059 1.34 -1.78 -1.14 0.514
```
Forces are in eV/Å.

Output
- Net charge: 0
- HOMO energy: -0.3367 hartree
- HOMO-LUMO gap: 8.576 eV

Entry 3:
2 unconnected molecules or ions with the total composition C5H13NO, computed with the ωB97M-V functional and the def2-TZVPD basis.

Geometry as XYZ:
```
20
Properties=species:S:1:pos:R:3:forces:R:3:mulliken_charge:R:1
C 1.3135 2.3741 0.3121 -0.63 -0.46 -1.13 -0.904
C 2.2155 1.1930 0.4939 0.97 -0.63 0.57 0.664
N 1.9108 0.3383 1.5265 -0.42 0.91 -0.58 -0.397
O 3.1943 0.9798 -0.1970 -0.28 0.26 -0.19 -0.632
H 0.5574 2.4839 1.0783 0.13 0.31 0.35 0.338
H 0.7550 2.1921 -0.6149 0.02 -0.08 0.05 0.212
H 1.8902 3.2592 0.0839 0.15 0.24 0.43 0.307
H 2.6031 -0.3594 1.7391 -0.21 -0.07 0.23 0.220
H 1.1808 0.6338 2.1532 0.27 -0.49 0.28 0.187
C -1.0551 -2.3972 -0.8411 0.37 0.30 -0.64 -1.196
C -0.9172 -0.8650 -0.7801 -0.25 -0.13 0.27 0.320
C -2.1832 -0.2159 -0.1674 0.84 -0.21 -0.78 -1.169
H -1.4520 -2.6977 -1.8131 0.00 -0.01 -0.02 0.291
H -1.7569 -2.7845 -0.1156 0.03 -0.06 0.45 0.330
H -0.0843 -2.8845 -0.7348 -0.12 -0.08 0.10 0.341
H -0.0299 -0.5475 -0.2337 -0.03 -0.30 0.42 -0.173
H -0.6961 -0.5046 -1.7838 -0.35 0.19 -0.16 0.304
H -1.9677 0.8007 0.1482 -0.14 0.14 0.16 0.306
H -2.9603 -0.1764 -0.9276 -0.27 -0.03 0.13 0.311
H -2.5180 -0.8222 0.6739 -0.09 0.20 0.07 0.340
```
Forces are in eV/Å.

Output
- Net charge: 0
- HOMO energy: -0.3624 hartree
- SMILES: CC(N)=O.CCC
- HOMO-LUMO gap: 10.654 eV

Q: The highest HOMO energy belongs to which entry?
A: C16H24O5S

Q: What is the HOMO energy in the second record?
A: -0.3367 hartree

Q: The lowest HOMO energy belongs to which entry?
A: C5H13NO